*1*
19
Properties=species:S:1:pos:R:3 method="wB97M-V/def2-TZVPD" lumo_ev=3.899 orbital_gap_ev=6.54 charge=-1 homo_energy_ev=-2.641
C -1.91680 0.15038 -0.25028
O -0.85098 0.95294 0.05987
C -2.52349 -0.60422 0.98829
H -1.69626 -0.68803 -0.96933
H -2.81221 0.73678 -0.59246
H -3.49989 -1.09586 0.76173
H -2.80426 0.16800 1.74116
H -1.78915 -1.34285 1.37496
C 1.87439 1.56320 0.19729
N 2.28582 0.20186 -0.23544
C 1.13582 -0.65458 -0.58319
O 1.52805 -1.97308 -1.02415
H 1.07729 1.96370 -0.48680
H 2.75334 2.21616 0.23951
H 1.36805 1.59967 1.19183
H 2.73344 -0.26536 0.53578
H 0.46171 -0.79768 0.28317
H 0.56743 -0.23126 -1.43231
H 2.10771 -1.89976 -1.79963

*2*
19
Properties=species:S:1:pos:R:3 method="wB97M-V/def2-TZVPD" lumo_ev=3.869 orbital_gap_ev=7.50 charge=-1 homo_energy_ev=-3.628
C 0.71144 2.47627 1.36148
C -0.21242 1.85653 0.28158
N 0.51157 1.56128 -0.93002
C 0.81428 -0.22151 -0.64171
C -0.44776 -0.85374 -1.21852
O -0.49991 -2.21182 -0.94377
H 0.99895 3.49033 1.06367
H 0.36734 2.50214 2.38819
H 1.60162 1.85819 1.38810
H -0.99222 2.59439 0.11664
H -0.72447 1.00990 0.74568
H 1.32665 1.00680 -0.69832
H 1.70825 -0.61211 -1.14028
H 0.82714 -0.42813 0.41824
H -0.45458 -0.62937 -2.29028
H -1.32873 -0.34722 -0.80152
H 0.12066 -2.39655 1.63403
H -0.86122 -2.26328 0.03223
O -0.83818 -2.33117 1.57204

*3*
19
Properties=species:S:1:pos:R:3 method="wB97M-V/def2-TZVPD" lumo_ev=4.059 orbital_gap_ev=6.82 charge=-1 homo_energy_ev=-2.757
C 0.57206 0.94714 1.25041
C -0.30790 -0.23115 0.87325
C -1.78311 0.12042 0.96843
N 0.08434 -0.73942 -0.46085
C -0.36451 0.07348 -1.67135
O -1.63624 -0.09276 -2.01849
H 0.51664 1.76143 0.52773
H 0.27909 1.36723 2.21891
H 1.61739 0.62019 1.34254
H -0.06248 -1.04643 1.56355
H -2.06432 0.69866 0.09206
H -2.37140 -0.79840 0.84008
H -2.04423 0.58095 1.92132
H -0.35832 -1.64639 -0.57150
H -0.11717 1.11367 -1.36571
H 0.33827 -0.29009 -2.45213
H 3.07815 -0.44374 -1.52477
H 1.82746 -0.91786 -0.67155
O 2.79629 -1.07695 -0.86194

*4*
19
Properties=species:S:1:pos:R:3 method="wB97M-V/def2-TZVPD" lumo_ev=3.875 orbital_gap_ev=7.15 charge=-1 homo_energy_ev=-3.278
C -1.76699 -0.30477 -1.77596
N -0.78872 -0.15304 -0.73458
C -1.18256 0.94476 0.13962
C 0.57809 0.12861 -1.30224
C 1.73606 -0.15246 -0.28821
O 1.64222 0.22969 1.02012
H -1.37123 -0.86693 -2.61817
H -2.07991 0.65974 -2.22673
H -2.67779 -0.80496 -1.43969
H -0.33299 1.13997 0.79565
H -2.09977 0.70349 0.67359
H -1.38995 1.86565 -0.44275
H 0.58700 -0.54584 -2.14312
H 0.49663 1.20385 -1.52809
H 2.51697 0.52557 -0.70988
H 1.98472 -1.22163 -0.44138
H -0.78169 -0.94039 2.16567
H 0.61607 -0.31836 2.01194
O -0.04836 -0.67331 2.73272

List of relative energies, unit kJ/mol: *1* 130.0; *2* 328.4; *3* 0.0; *4* 68.3